Computed, not measured: a structure of composition C60H64GeMnNO3PS, with ωB97M-V with the def2-TZVPD basis set.

Each line ends with the Löwdin spin population.
Geometry (Å):
Mn (0.350, -0.626, 0.704)  3.352
N (0.867, -0.386, 2.758)  -0.004
C (2.240, -0.037, 3.106)  0.000
C (2.602, 0.087, 4.439)  0.000
C (3.922, 0.354, 4.764)  0.000
C (4.876, 0.489, 3.761)  -0.001
C (4.507, 0.368, 2.433)  -0.004
C (3.177, 0.111, 2.094)  -0.014
P (2.608, -0.009, 0.379)  -0.084
C (3.736, -0.997, -0.611)  -0.006
C (4.989, -0.473, -0.937)  -0.003
C (5.864, -1.224, -1.703)  -0.001
C (5.486, -2.477, -2.170)  -0.001
C (4.225, -2.980, -1.882)  0.000
C (3.347, -2.241, -1.104)  -0.003
C (2.726, 1.668, -0.300)  -0.006
C (3.085, 2.756, 0.491)  -0.007
C (3.204, 4.016, -0.082)  0.000
C (2.964, 4.189, -1.437)  -0.007
C (2.605, 3.102, -2.227)  0.001
C (2.482, 1.844, -1.663)  -0.005
H (0.214, 0.301, 3.139)  0.001
H (0.643, -1.274, 3.211)  0.002
H (1.859, -0.046, 5.216)  0.000
H (4.210, 0.443, 5.803)  0.000
H (5.907, 0.692, 4.015)  0.000
H (5.257, 0.466, 1.660)  0.000
H (5.273, 0.524, -0.624)  0.000
H (6.838, -0.823, -1.951)  0.000
H (6.171, -3.053, -2.776)  0.000
H (3.922, -3.943, -2.269)  0.000
H (2.355, -2.621, -0.901)  -0.001
H (3.278, 2.632, 1.549)  0.000
H (3.499, 4.858, 0.531)  0.000
H (3.069, 5.169, -1.882)  0.000
H (2.429, 3.235, -3.286)  0.000
H (2.212, 1.000, -2.284)  0.000
C (-1.932, -1.565, -10.119)  0.000
C (-1.562, -1.454, -8.666)  0.002
O (-1.645, -2.345, -7.872)  0.000
S (-0.985, 0.205, -8.242)  0.003
C (-0.736, 0.038, -6.501)  0.015
C (0.082, -0.961, -5.977)  -0.003
C (0.273, -1.051, -4.612)  0.015
C (-0.341, -0.135, -3.754)  0.012
C (-1.147, 0.874, -4.282)  0.016
C (-1.348, 0.952, -5.648)  -0.002
C (-0.135, -0.247, -2.342)  0.101
C (0.075, -0.395, -1.153)  -0.095
H (-1.447, -2.448, -10.535)  0.000
H (-1.649, -0.681, -10.687)  0.000
H (-3.010, -1.710, -10.187)  0.000
H (0.563, -1.666, -6.639)  0.000
H (0.902, -1.830, -4.201)  0.001
H (-1.629, 1.582, -3.618)  0.001
H (-1.990, 1.719, -6.060)  0.000
C (-8.029, -0.481, 1.718)  0.000
C (-6.542, -0.296, 1.755)  0.002
C (-5.688, -1.182, 1.114)  0.000
C (-4.311, -1.026, 1.125)  0.001
C (-3.512, -2.060, 0.375)  0.001
C (-3.763, 0.091, 1.806)  0.001
C (-4.618, 0.993, 2.496)  0.001
C (-4.160, 2.167, 3.327)  0.000
C (-5.982, 0.772, 2.449)  0.000
C (-2.332, 0.344, 1.727)  0.007
O (-1.850, 1.480, 2.130)  0.004
O (-1.519, -0.504, 1.288)  0.035
H (-8.309, -1.374, 1.164)  0.000
H (-8.507, 0.380, 1.250)  0.000
H (-8.430, -0.561, 2.729)  0.000
H (-6.110, -2.028, 0.586)  0.000
H (-4.193, -2.804, -0.033)  0.000
H (-2.792, -2.566, 1.016)  0.001
H (-2.948, -1.617, -0.448)  0.000
H (-3.827, 2.998, 2.704)  0.000
H (-3.339, 1.910, 3.993)  0.000
H (-4.993, 2.519, 3.932)  0.000
H (-6.637, 1.451, 2.982)  0.000
C (-0.957, 6.284, -1.899)  0.000
C (-1.428, 5.232, -0.905)  0.000
C (-1.495, 3.839, -1.522)  0.000
C (-1.928, 2.750, -0.539)  0.003
Ge (-0.780, 2.516, 0.994)  0.011
C (-0.038, 3.831, 2.185)  0.003
C (0.384, 3.201, 3.516)  0.000
C (1.104, 4.181, 4.443)  0.000
C (2.448, 4.653, 3.900)  0.000
H (-0.961, 7.280, -1.460)  0.000
H (-1.604, 6.306, -2.777)  0.000
H (0.058, 6.072, -2.240)  0.000
H (-2.414, 5.503, -0.517)  0.000
H (-0.751, 5.222, -0.042)  0.000
H (-0.523, 3.587, -1.958)  0.000
H (-2.206, 3.856, -2.352)  0.000
H (-1.941, 1.763, -1.011)  0.000
H (-2.929, 2.945, -0.145)  0.000
H (0.340, 1.465, 0.671)  0.004
H (-0.753, 4.642, 2.330)  0.000
H (0.824, 4.252, 1.658)  0.000
H (1.062, 2.358, 3.320)  0.000
H (-0.495, 2.798, 4.022)  0.000
H (1.256, 3.693, 5.408)  0.000
H (0.454, 5.038, 4.632)  0.000
H (3.101, 3.802, 3.687)  0.000
H (2.959, 5.289, 4.621)  0.000
H (2.340, 5.234, 2.983)  0.000
C (-0.755, -7.528, -0.559)  0.013
C (0.410, -7.024, 0.004)  -0.001
C (0.622, -5.656, 0.054)  0.011
C (-0.328, -4.782, -0.472)  -0.010
C (-1.483, -5.295, -1.060)  0.009
C (-1.701, -6.663, -1.091)  -0.002
C (-0.150, -3.317, -0.455)  0.028
C (0.444, -2.642, 0.522)  -0.275
C (0.894, -3.163, 1.821)  -0.028
C (2.236, -3.204, 2.208)  -0.029
C (2.592, -3.705, 3.451)  0.003
C (1.614, -4.164, 4.324)  -0.034
C (0.274, -4.125, 3.951)  0.002
C (-0.087, -3.623, 2.711)  -0.032
H (-0.919, -8.596, -0.593)  0.001
H (1.156, -7.699, 0.401)  0.000
H (1.534, -5.266, 0.489)  0.000
H (-2.209, -4.620, -1.496)  0.000
H (-2.602, -7.055, -1.543)  -0.001
H (-0.539, -2.782, -1.312)  -0.003
H (3.012, -2.868, 1.531)  -0.001
H (3.635, -3.744, 3.734)  0.001
H (1.894, -4.565, 5.288)  -0.002
H (-0.490, -4.490, 4.624)  0.001
H (-1.127, -3.594, 2.412)  -0.001

energy above the lowest of the compared OMol25 structures with the same formula, charge and spin: 0.0609 eV
electronic energy: -178838.80899 eV
Kohn-Sham gap (alpha / beta): 0.2072 / 0.2447 hartree
<S²>: 4.1873
net charge: +2
multiplicity: 4
LUMO energy (alpha / beta): -6.69 / -5.75 eV